Record 1
16
Properties=species:S:1:pos:R:3:forces:R:3:mulliken_charge:R:1 method="wB97M-V/def2-TZVPD" max_force_ha_per_bohr=0.0703 e_tot_ha=-1307.37771 smiles="NS(=O)(=O)C1=CC=CS1(=O)=O" molar_mass_g_mol=195.2 orbital_gap_ev=9.02 de_lowest_kcal_mol=113.8
S 2.083 0.067 -0.346 0.04 -1.07 0.31 1.187
S -0.979 -0.717 -0.716 0.20 -1.17 0.51 0.930
O 3.080 0.827 0.362 -1.31 -0.26 0.40 -0.614
O -0.946 -1.025 -2.109 -0.22 1.05 -0.29 -0.539
O 2.273 -0.036 -1.749 -0.51 0.03 -0.59 -0.558
O -0.779 -1.896 0.118 -0.60 0.57 0.38 -0.681
N 1.908 -1.425 0.336 -0.54 0.97 -0.64 -0.405
C -2.404 0.255 -0.058 2.61 -0.30 0.09 -0.450
C -0.422 1.562 0.299 1.51 -0.38 0.48 -0.168
C 0.312 0.531 -0.137 -0.72 0.35 -0.62 -0.349
C -1.806 1.316 0.488 -3.48 -0.93 0.35 -0.070
H 0.965 -1.897 0.223 1.49 0.40 0.45 0.326
H -0.201 2.486 0.762 1.58 0.77 0.05 0.431
H -3.301 -0.201 0.307 -0.39 -0.30 -0.45 0.408
H 2.625 -1.702 0.986 -0.21 -0.07 0.11 0.241
H -2.405 1.856 1.235 0.54 0.34 -0.54 0.310

Record 2
16
Properties=species:S:1:pos:R:3:forces:R:3:mulliken_charge:R:1 method="wB97M-V/def2-TZVPD" max_force_ha_per_bohr=0.0884 e_tot_ha=-984.32119 molar_mass_g_mol=179.2 orbital_gap_ev=8.13 de_lowest_kcal_mol=64.7
S -0.893 2.102 -0.683 0.46 1.18 0.41 0.821
O -1.681 1.911 0.509 -0.01 -0.01 0.14 -0.555
O 0.829 -1.919 1.332 -0.36 0.13 -0.56 -0.601
O -1.609 2.114 -1.956 0.00 -0.07 -0.29 -0.726
O -1.882 -0.419 -2.169 -0.16 -0.80 0.26 -0.435
O -1.089 -2.613 -0.250 -0.28 0.11 -0.35 -0.420
N -0.561 -1.335 -0.431 -0.04 -1.15 0.33 0.388
C 0.524 1.068 -0.846 -3.03 -1.97 -1.54 -0.340
C -0.934 -0.477 -1.309 2.42 3.84 0.22 -0.039
C 0.945 0.318 0.299 -0.08 -0.91 0.49 -0.286
C 0.471 -0.932 0.447 0.76 0.88 0.66 0.434
H -1.972 0.569 -2.398 0.31 -0.25 0.22 0.526
H 1.542 -1.600 1.892 0.02 0.03 0.04 0.346
H -0.603 -2.991 0.506 0.03 0.24 -0.10 0.430
H -0.382 3.416 -0.593 -0.15 -1.22 -0.08 0.131
H 1.741 0.696 0.923 0.10 -0.02 0.15 0.326

Record 3
12
Properties=species:S:1:pos:R:3:forces:R:3:mulliken_charge:R:1 method="wB97M-V/def2-TZVPD" max_force_ha_per_bohr=0.0998 e_tot_ha=-683.38662 molar_mass_g_mol=115.2 orbital_gap_ev="8.51 / 8.12" de_lowest_kcal_mol=138.9
S 2.533 -2.054 0.121 0.80 -2.18 -2.20 -0.009
O 0.045 0.074 -0.984 1.12 0.74 -0.10 -0.197
N 1.814 -1.344 1.322 -0.55 1.44 1.21 -0.391
C -0.813 1.036 -1.416 -1.74 -0.71 2.98 -0.597
C -1.203 0.723 0.803 2.14 -0.60 -4.62 -0.710
C -1.651 1.359 -0.395 2.24 -1.02 -0.25 -0.221
C -0.153 0.014 0.313 0.33 -1.22 1.65 0.156
H -0.822 1.371 -2.367 0.31 0.50 -2.99 0.498
H 2.460 -0.530 1.446 -0.96 -0.37 0.23 0.262
H -2.471 1.932 -0.505 -2.48 2.10 -0.22 0.487
H 1.879 -3.294 -0.037 0.27 1.28 0.51 0.158
H -1.618 0.713 1.699 -1.49 0.05 3.82 0.565

Record 4
12
Properties=species:S:1:pos:R:3:forces:R:3:mulliken_charge:R:1 method="wB97M-V/def2-TZVPD" max_force_ha_per_bohr=0.1133 e_tot_ha=-683.42007 smiles="C1=NSC[C@H]2O[C@H]12" molar_mass_g_mol=115.2 orbital_gap_ev=9.14 de_lowest_kcal_mol=117.9
S -0.943 -0.650 -1.045 0.33 -1.20 -2.59 -0.001
O 0.785 1.433 1.449 1.39 0.59 2.46 -0.444
N 0.742 -1.073 -1.043 0.50 1.15 3.06 -0.352
C 0.845 0.112 0.918 -2.81 -0.81 4.79 0.034
C -0.107 1.114 0.480 -0.71 -0.21 -3.13 -0.137
C -1.429 0.420 0.287 -3.43 1.37 2.12 -0.446
C 1.514 -0.674 -0.015 -1.54 -1.61 -5.39 -0.188
H 0.162 1.646 -0.442 -0.17 -0.18 0.03 0.345
H -1.707 -0.298 1.077 0.14 0.86 0.15 0.288
H -2.490 1.044 0.096 3.07 -1.42 -0.11 0.288
H 0.282 -0.610 1.734 1.63 1.49 -1.87 0.192
H 2.431 -1.178 -0.064 1.60 -0.06 0.48 0.422

Record 5
12
Properties=species:S:1:pos:R:3:forces:R:3:mulliken_charge:R:1 method="wB97M-V/def2-TZVPD" max_force_ha_per_bohr=0.0757 e_tot_ha=-683.52159 molar_mass_g_mol=115.2 orbital_gap_ev=9.35 de_lowest_kcal_mol=54.2
S -3.017 0.062 -0.383 1.55 2.48 -2.23 0.362
O -2.918 -0.625 0.866 -0.30 -1.79 2.65 -0.509
N 1.119 2.872 -0.087 -1.43 -1.47 0.40 -0.430
C 0.246 -0.443 0.348 0.39 1.62 0.05 -0.941
C 0.339 2.036 0.138 2.57 2.89 -0.40 0.137
C -1.665 0.978 -0.578 -2.01 -0.12 -3.27 -0.540
C -0.552 0.969 0.367 0.16 -2.53 -1.23 0.426
H -1.640 1.540 -1.561 0.01 -0.65 1.26 0.284
H 0.985 -0.263 1.218 -1.14 -1.14 -1.34 0.287
H 0.838 -0.527 -0.646 -1.16 -0.01 1.74 0.293
H -0.566 -1.213 0.486 1.45 0.53 0.04 0.370
H -1.101 1.029 1.252 -0.10 0.19 2.34 0.261

Record 6
13
Properties=species:S:1:pos:R:3:forces:R:3:mulliken_charge:R:1 method="wB97M-V/def2-TZVPD" max_force_ha_per_bohr=0.0534 e_tot_ha=-1081.71129 smiles="C=C1OCSN1C=S" molar_mass_g_mol=147.2 orbital_gap_ev=8.78 de_lowest_kcal_mol=51.4
S -0.528 1.920 -0.115 -0.44 -0.08 -0.12 -0.068
S 1.758 -0.507 2.590 -0.25 -0.19 -0.65 -0.285
O -0.891 -0.315 -1.361 1.81 -0.44 1.77 -0.320
N 0.337 0.554 0.481 -0.25 -0.23 -0.21 0.007
C -1.699 0.735 -0.900 0.78 1.22 -1.75 -0.304
C 1.087 -1.513 -0.703 -2.59 0.77 -0.48 -0.902
C 0.828 0.560 1.776 0.50 -1.14 -0.72 -0.043
C 0.238 -0.485 -0.509 0.64 -1.04 -0.21 0.466
H 1.978 -1.638 -0.188 1.31 0.05 1.06 0.311
H 0.751 -2.333 -1.329 0.12 0.31 -0.23 0.246
H 0.615 1.441 2.328 -0.65 0.98 -0.11 0.304
H -2.433 0.392 -0.199 -0.59 -0.05 0.21 0.290
H -2.042 1.190 -1.871 -0.40 -0.16 1.45 0.299

Record 7
13
Properties=species:S:1:pos:R:3:forces:R:3:mulliken_charge:R:1 method="wB97M-V/def2-TZVPD" max_force_ha_per_bohr=0.1408 e_tot_ha=-1081.66419 smiles="O=C1CC=NSCS1" molar_mass_g_mol=147.2 orbital_gap_ev=9.04 de_lowest_kcal_mol=81.0
S -1.670 0.592 -1.526 3.79 -0.74 1.47 -0.014
S -0.029 1.505 1.308 0.59 0.07 -0.52 -0.073
O 2.156 -0.037 1.729 -6.33 -0.13 -3.52 -0.526
N -0.355 -0.736 -1.862 -1.72 0.35 1.48 -0.516
C 0.012 -1.152 0.622 -1.02 2.07 3.24 -0.702
C 0.080 -1.358 -0.823 0.24 0.13 -2.95 0.166
C -0.523 1.720 -0.417 -0.37 0.88 -2.25 -0.578
C 0.989 0.037 1.145 3.45 -0.73 3.24 0.584
H -1.244 2.543 -0.392 0.30 0.27 0.33 0.308
H 0.784 -2.187 -1.123 -0.59 0.82 0.34 0.340
H 0.384 2.136 -1.034 -1.76 -1.26 1.00 0.357
H 0.410 -2.008 1.033 1.26 -1.98 0.96 0.305
H -0.993 -1.056 1.341 2.14 0.24 -2.80 0.348

Record 8
13
Properties=species:S:1:pos:R:3:forces:R:3:mulliken_charge:R:1 method="wB97M-V/def2-TZVPD" max_force_ha_per_bohr=0.0390 e_tot_ha=-1081.76503 smiles="C=C(NC=S)C(=O)S" molar_mass_g_mol=147.2 orbital_gap_ev=8.34 de_lowest_kcal_mol=17.7
S -0.799 1.908 -2.291 0.09 -0.18 0.10 -0.157
S 1.396 -2.240 1.685 -0.28 0.15 0.04 -0.354
O -2.009 1.377 -0.083 -0.02 -0.03 0.02 -0.568
N -0.534 -0.500 0.947 1.32 -0.27 -0.44 -0.139
C -1.005 1.130 -0.706 0.11 0.16 -0.17 0.598
C 0.034 0.204 -0.131 0.61 -0.30 0.02 0.627
C 1.308 0.129 -0.550 -0.63 1.35 -1.34 -0.985
C -0.058 -1.486 1.730 0.15 -0.25 0.09 -0.046
H -1.436 -0.172 1.150 -1.45 0.47 0.35 0.240
H 1.660 0.775 -1.405 -0.53 -0.80 1.16 0.153
H -0.811 -1.790 2.475 0.28 0.15 -0.29 0.298
H 2.020 -0.503 -0.095 0.48 -0.52 0.40 0.220
H 0.233 1.169 -2.726 -0.12 0.07 0.04 0.114

Record 9
13
Properties=species:S:1:pos:R:3:forces:R:3:mulliken_charge:R:1 method="wB97M-V/def2-TZVPD" max_force_ha_per_bohr=0.0336 e_tot_ha=-1081.75763 molar_mass_g_mol=147.2 orbital_gap_ev=8.30 de_lowest_kcal_mol=22.4
S 1.482 -2.783 1.804 -0.83 1.13 -0.64 -0.326
S -0.066 0.637 -1.394 -0.17 0.88 -0.05 -0.073
O -0.917 2.786 -2.798 0.59 -0.89 1.14 -0.387
N -0.377 -2.137 0.036 -0.54 0.05 -0.13 -0.379
C 0.361 0.777 0.319 -0.58 -0.15 -0.62 -0.204
C 0.567 -0.206 1.192 0.43 -0.85 -0.42 -0.448
C -0.608 2.362 -1.715 -0.79 1.01 0.37 0.107
C 0.500 -1.703 0.957 0.60 0.15 0.69 0.398
H -0.741 3.036 -0.766 0.50 -1.20 -1.14 0.242
H -0.534 -3.134 -0.007 0.19 0.07 -0.07 0.223
H 0.447 1.804 0.633 0.21 0.18 0.19 0.348
H -1.096 -1.556 -0.396 0.51 -0.07 0.38 0.168
H 0.982 0.115 2.135 -0.14 -0.31 0.29 0.332

Record 10
11
Properties=species:S:1:pos:R:3:forces:R:3:mulliken_charge:R:1 method="wB97M-V/def2-TZVPD" max_force_ha_per_bohr=0.1060 e_tot_ha=-608.28161 smiles="SC1=NC=CC1" molar_mass_g_mol=99.2 orbital_gap_ev=9.24 de_lowest_kcal_mol=43.3
S 2.866 0.093 -0.158 0.10 1.61 -0.27 -0.231
N 0.699 -1.419 -0.077 0.57 0.88 -0.75 -0.534
C -1.097 -0.041 0.117 -2.02 0.61 -0.93 -0.212
C 0.106 0.917 0.100 -2.21 -1.91 -4.60 -0.407
C 1.176 -0.230 -0.136 -1.19 1.93 0.53 0.473
C -0.714 -1.326 -0.041 0.45 0.21 1.96 -0.490
H -2.146 0.402 0.112 1.48 -0.99 0.29 0.311
H 0.082 1.255 1.058 0.84 1.26 2.96 0.294
H 2.951 -1.157 0.073 1.12 -2.09 0.30 0.150
H -0.213 1.852 -0.608 1.64 -2.36 1.33 0.291
H -1.122 -2.308 0.240 -0.77 0.85 -0.82 0.355

Record 11
11
Properties=species:S:1:pos:R:3:forces:R:3:mulliken_charge:R:1 method="wB97M-V/def2-TZVPD" max_force_ha_per_bohr=0.0910 e_tot_ha=-608.28119 smiles="S[C@@H]1C=CC=N1" molar_mass_g_mol=99.2 orbital_gap_ev=8.99 de_lowest_kcal_mol=43.6
S -1.245 1.713 -1.322 1.94 -0.96 -0.96 -0.175
N 0.901 0.909 0.294 1.41 2.13 1.33 -0.495
C 0.105 -1.129 0.785 -2.05 -2.20 -1.58 -0.237
C 0.152 0.511 -0.796 0.74 -0.08 -4.62 -0.047
C 0.882 -0.012 1.182 -0.19 0.60 -0.43 -0.307
C -0.390 -0.840 -0.476 0.11 -1.20 0.01 -0.252
H -0.998 -1.403 -1.257 0.84 0.62 1.66 0.315
H -0.067 -2.030 1.422 0.09 0.87 -0.86 0.342
H 0.948 0.532 -1.868 -2.44 -0.31 3.23 0.317
H 1.343 0.065 2.140 0.53 0.29 0.42 0.406
H -1.630 1.682 -0.104 -1.00 0.24 1.79 0.132

Record 12
11
Properties=species:S:1:pos:R:3:forces:R:3:mulliken_charge:R:1 method="wB97M-V/def2-TZVPD" max_force_ha_per_bohr=0.0850 e_tot_ha=-608.31537 smiles=Nc1cccs1 molar_mass_g_mol=99.2 orbital_gap_ev=9.02 de_lowest_kcal_mol=22.1
S -1.793 1.125 0.065 3.81 -2.13 0.21 -0.145
N 0.973 1.817 0.079 0.69 1.36 -0.25 -0.508
C 0.130 0.754 0.104 -3.03 1.30 -0.06 0.252
C -1.914 -0.650 0.033 -1.21 2.04 -0.15 -0.257
C -0.765 -1.341 0.068 -1.79 -2.43 -0.19 -0.537
C 0.400 -0.542 0.099 -1.99 0.33 0.20 -0.433
H -0.904 -2.460 -0.007 0.89 1.37 0.19 0.265
H 0.977 2.200 -0.853 0.19 0.51 -0.03 0.267
H -2.957 -0.896 -0.083 0.18 -1.00 0.08 0.389
H 1.921 1.648 0.384 -0.05 -0.21 0.08 0.254
H 1.381 -0.817 0.024 2.31 -1.14 -0.08 0.452